(1)
25
Properties=species:S:1:pos:R:3:forces:R:3:mulliken_charge:R:1 method="wB97M-V/def2-TZVPD" lumo_ev=0.29 multiplicity=1 relative_energy_kcal_mol=0.00 total_charge=0 homo_energy_ev=-8.938 gap_ev=9.2 smiles="F[C@H]1OC2=C(CC=C(Br)C=C2)O1.C#CC"
Br -4.600 0.265 -0.324 0.940 0.613 0.570 -0.18
F 2.276 2.823 0.438 0.897 -0.442 0.345 -0.30
O 0.923 1.451 -0.688 -2.151 -0.029 1.906 -0.30
O 0.360 3.603 -0.107 -1.226 0.085 -1.283 -0.39
C 1.348 2.720 -0.576 2.944 1.961 -1.427 0.37
C 2.846 -3.540 -2.134 2.379 -0.581 2.097 -0.96
C -2.119 0.278 1.160 -0.293 -1.529 1.801 -0.42
C -2.913 2.468 0.525 -0.527 0.544 -0.314 -0.32
C -0.783 0.432 1.065 -0.065 0.408 -2.535 -1.01
C -0.233 1.512 0.245 0.954 -2.588 -0.519 0.47
C -1.765 3.083 1.254 0.642 0.716 -1.303 -1.09
C 2.985 -0.993 -1.724 0.674 3.850 -0.151 -0.28
C 3.105 -2.126 -2.076 -0.427 -0.171 -0.077 0.11
C -3.068 1.146 0.542 -1.067 0.471 -0.659 0.25
C -0.575 2.753 0.419 0.156 0.983 0.759 0.74
H 1.950 3.080 -1.523 -1.756 -0.575 1.636 0.19
H 3.040 0.135 -1.620 -0.210 -2.351 0.009 0.29
H -0.059 -0.288 1.345 0.304 -0.760 0.765 0.49
H -1.691 2.584 2.190 0.408 -0.097 1.112 0.32
H 2.560 -3.915 -3.088 -0.366 -0.407 -0.438 0.31
H 2.158 -3.611 -1.308 -0.991 -0.830 -0.260 0.29
H 3.756 -4.078 -1.684 -1.055 0.438 -1.168 0.25
H -1.807 4.161 1.335 -0.444 0.179 0.310 0.39
H -3.532 3.183 0.010 -0.514 -0.329 -0.275 0.41
H -2.579 -0.500 1.826 0.793 0.443 -0.901 0.38



(2)
9
Properties=species:S:1:pos:R:3:forces:R:3:mulliken_charge:R:1 method="wB97M-V/def2-TZVPD" lumo_ev=-6.73 multiplicity=1 relative_energy_kcal_mol=58.82 total_charge=+1 homo_energy_ev=-14.648 gap_ev=7.9
Cl 1.798 0.827 0.849 0.728 -0.095 0.061 0.03
S -2.922 0.343 -0.121 -0.277 1.466 1.597 -0.08
N -0.506 -0.512 -0.692 1.068 -0.466 -0.169 -0.19
N 1.411 -0.493 -0.245 -1.963 0.618 -0.134 0.38
N 2.092 -1.250 -0.817 -1.661 -0.378 -0.549 -0.30
C -1.183 0.260 0.018 1.565 1.403 2.489 0.40
H -3.132 1.280 0.990 0.557 -1.540 -1.856 0.23
H -0.643 0.921 0.892 -1.119 -1.520 -2.077 0.19
H 3.086 -1.375 -0.874 1.101 0.512 0.639 0.33



(3)
19
Properties=species:S:1:pos:R:3:forces:R:3:mulliken_charge:R:1 method="wB97M-V/def2-TZVPD" lumo_ev=0.93 multiplicity=1 relative_energy_kcal_mol=44.53 total_charge=0 homo_energy_ev=-9.562 gap_ev=10.5 smiles=CCOCC.N
O -0.761 0.181 0.598 1.548 0.853 0.397 -0.37
N 0.772 1.161 -3.335 1.561 3.183 -1.289 -0.69
C -0.839 -2.242 0.055 -0.668 0.518 -0.914 -1.04
C 0.560 0.887 1.167 -1.855 -0.078 -3.966 -0.15
C -0.922 -0.803 -0.454 2.973 0.039 -0.072 -0.15
C 0.303 1.055 2.585 0.134 -0.327 1.156 -1.04
H 1.006 2.150 -3.023 -0.180 -2.232 -0.409 0.23
H -0.977 -2.860 -0.866 -0.271 0.017 0.977 0.35
H -0.013 0.841 -2.898 -2.569 -0.653 1.419 0.28
H 0.429 0.048 2.964 -0.371 -0.027 0.896 0.27
H -0.711 1.453 2.779 0.678 -0.180 -0.026 0.28
H 1.103 1.689 3.005 -0.468 -0.096 0.067 0.34
H -1.590 -2.389 0.849 0.293 -0.296 -0.496 0.28
H -1.884 -0.649 -0.863 -1.136 0.486 -0.335 0.35
H -0.184 -0.745 -1.361 -0.926 0.419 1.675 -0.01
H 1.454 0.296 0.918 -0.413 0.045 0.102 0.30
H 0.634 1.896 0.661 -0.189 -1.239 0.109 0.24
H 1.475 0.482 -3.200 1.200 -0.254 0.262 0.23
H 0.144 -2.452 0.419 0.661 -0.178 0.448 0.29



(4)
73
Properties=species:S:1:pos:R:3:forces:R:3:mulliken_spin:R:1 method="wB97M-V/def2-TZVPD" lumo_ev="-2.08 / -3.66" multiplicity=6 relative_energy_kcal_mol=4.60 total_charge=+1 homo_energy_ev="-9.820 / -10.717" gap_ev="7.7 / 7.1"
Ru 0.262 -0.778 0.285 -0.362 0.287 -0.035 3.79
Br -7.070 -1.098 4.422 -0.034 0.001 0.024 0.00
S -0.051 1.750 -1.771 0.061 -0.373 0.159 0.01
S -0.089 -0.527 2.840 0.006 -0.029 0.095 0.29
P 2.154 -2.315 1.427 0.226 0.068 -0.219 0.19
P 0.927 -2.581 -1.457 0.115 -0.131 0.077 0.18
O -1.647 -2.013 0.314 -0.068 0.194 0.352 0.16
O -1.885 0.160 0.143 -0.012 0.035 0.129 0.11
O 0.600 0.352 -1.672 -0.144 0.382 -0.118 0.04
O 0.986 1.215 0.767 0.188 0.123 0.263 0.14
N 0.739 1.829 1.932 0.043 -0.004 -0.276 0.00
C 2.675 -3.068 -1.196 -0.008 -0.030 -0.079 0.00
C -4.877 -2.216 3.016 0.063 -0.005 -0.055 0.00
C -3.810 -2.182 2.133 -0.057 -0.090 0.004 0.01
C 2.380 -3.106 3.044 -0.018 -0.031 0.020 0.03
C -5.619 -1.062 3.217 -0.006 -0.012 0.002 0.00
C -5.318 0.119 2.555 0.053 0.009 -0.048 0.00
C -3.194 2.561 -2.363 -0.026 -0.008 0.006 0.00
C 0.812 -2.322 -3.245 -0.001 -0.007 -0.051 0.03
C 0.822 3.866 3.129 0.000 0.037 0.027 0.01
C 0.012 -4.118 -1.154 -0.015 -0.022 -0.032 0.01
C 2.342 2.220 -3.171 -0.015 0.088 -0.053 0.01
C 0.001 1.874 4.164 -0.016 -0.031 0.021 -0.02
C 1.036 3.149 1.991 -0.029 -0.045 -0.008 0.00
C 0.287 3.210 4.244 0.005 0.029 0.011 0.00
C -4.244 0.142 1.681 -0.055 0.042 0.042 0.00
C 2.893 -3.516 0.250 0.020 -0.037 0.046 0.01
C 3.404 -0.979 1.451 0.044 -0.050 0.086 0.03
C -1.000 1.679 -3.291 -0.060 -0.065 -0.101 0.00
C -3.488 -1.006 1.467 -0.132 0.049 -0.144 0.00
C 0.229 1.149 2.981 -0.057 -0.061 0.035 -0.01
C -2.309 -0.947 0.573 0.151 -0.223 -0.178 -0.05
C 3.629 3.038 -3.121 0.027 -0.014 -0.023 0.00
C -2.033 2.805 -3.322 0.015 0.003 -0.001 0.00
C 1.262 2.863 -2.308 0.049 -0.074 -0.022 0.00
H -1.484 0.701 -3.257 -0.022 0.016 0.001 0.00
H 2.411 -4.481 0.421 -0.004 -0.010 0.005 0.00
H 1.118 -3.228 -3.771 -0.003 0.026 -0.048 0.01
H 2.943 -3.859 -1.901 0.027 -0.016 0.024 0.00
H -3.217 -3.069 1.956 0.004 0.011 0.011 0.00
H -1.551 3.762 -3.096 0.005 -0.006 -0.006 0.00
H -3.872 3.414 -2.348 0.006 -0.008 -0.023 0.00
H 3.193 -0.327 2.299 0.001 0.004 0.002 0.00
H 4.022 3.076 -2.103 0.002 0.002 -0.012 0.00
H -1.032 -3.962 -1.421 0.001 0.002 -0.011 0.00
H -0.214 -2.075 -3.516 -0.003 -0.003 0.020 0.00
H 4.395 2.598 -3.759 -0.009 -0.001 0.008 0.00
H 0.034 -4.363 -0.093 -0.001 0.004 0.003 0.00
H -5.134 -3.124 3.544 0.011 0.009 -0.008 0.00
H 3.954 -3.643 0.474 0.016 -0.020 -0.028 0.00
H 1.994 -2.451 3.823 0.015 0.008 0.002 0.00
H 1.683 3.266 -1.386 0.051 -0.030 0.013 0.00
H 1.995 2.138 -4.203 -0.016 -0.013 0.002 0.00
H -2.399 2.895 -4.346 -0.020 0.006 -0.003 0.00
H 3.442 -3.293 3.212 -0.014 -0.027 0.042 0.01
H 3.297 -2.201 -1.434 -0.002 0.013 0.005 0.00
H -3.767 1.684 -2.670 0.010 0.003 0.010 0.00
H -5.916 1.003 2.724 0.010 -0.002 0.002 0.00
H 2.524 1.205 -2.819 0.027 -0.003 0.061 0.00
H 0.744 3.673 -2.826 0.051 0.084 0.056 0.00
H 1.445 3.555 1.080 -0.001 -0.009 -0.022 0.00
H 0.430 -4.942 -1.735 -0.015 0.000 0.011 0.00
H -3.979 1.053 1.161 0.006 -0.009 0.005 0.00
H 0.102 3.752 5.162 0.003 -0.005 -0.015 0.00
H 1.836 -4.049 3.081 -0.006 0.009 -0.009 0.00
H -0.413 1.332 5.003 0.003 0.011 -0.009 0.00
H 3.471 4.064 -3.456 -0.028 -0.016 -0.003 0.00
H -2.849 2.387 -1.342 0.024 -0.007 -0.025 0.00
H 4.406 -1.400 1.555 0.002 0.023 0.035 0.00
H 1.068 4.918 3.145 -0.007 -0.006 0.023 0.00
H 3.360 -0.365 0.551 -0.031 -0.037 -0.044 -0.01
H 1.452 -1.488 -3.531 -0.004 0.000 -0.001 0.00
H -0.307 1.697 -4.133 -0.043 -0.008 -0.028 0.00